Entry 1:
Below is C18H28AsPRuSe5Si2Te as an isolated structure, with properties calculated with ωB97M-V/def2-TZVPD.

- total charge = -1
- Kohn-Sham gap (alpha / beta) (eV) = 6.2 / 5.3
- E_LUMO (alpha / beta) (eV) = 2.33 / 0.88
- multiplicity = 6

Structure (XYZ):
```
57
Properties=species:S:1:pos:R:3:forces:R:3
Te -2.57740 -5.46153 -0.70593 -0.13 0.11 0.11
Ru -0.64210 -2.08542 -0.02047 -0.50 0.00 0.17
Se -2.36024 -0.17959 -0.34139 -0.07 0.01 0.02
Se -2.34084 -5.23460 1.81647 -0.05 -0.30 -0.11
Se -1.51310 -3.12946 2.10448 0.08 0.27 0.08
Se -0.67213 -4.06393 -1.47425 0.20 -0.29 -0.42
Se 0.21411 -0.56262 -2.90172 -0.08 -0.05 -0.03
As 1.53932 -1.18863 0.72039 0.61 0.20 0.15
P -1.34504 0.63606 -2.10703 0.06 0.01 -0.07
Si 1.13189 0.23214 2.52696 -0.06 0.03 0.04
Si 2.70961 -2.93867 1.74374 -0.06 -0.07 0.03
C 2.15124 -3.36674 3.49187 0.00 0.03 -0.12
C -2.33741 0.92803 -4.70826 0.09 0.01 0.01
C -0.16336 -0.34803 3.76354 0.05 -0.02 -0.11
C -1.61029 3.21956 -1.04854 -0.02 -0.06 0.01
C 0.56125 2.68261 -1.92025 0.00 -0.03 0.01
C -3.29590 1.25601 -5.65577 0.02 -0.01 -0.01
C -1.17070 4.49007 -0.72443 0.01 0.02 0.04
C 2.53631 -4.47348 0.67856 -0.07 0.09 0.03
C -2.63589 1.00905 -3.35409 -0.01 0.02 0.08
C -3.90899 1.41085 -2.95919 0.01 -0.04 0.04
C -0.74867 2.30928 -1.65618 0.00 -0.02 -0.05
C -4.86388 1.74136 -3.90584 -0.02 0.01 -0.05
C 4.53150 -2.45462 1.82972 -0.15 -0.02 -0.02
C -4.55811 1.66584 -5.25773 -0.03 0.01 0.03
C 0.54161 1.86438 1.81093 0.04 -0.11 -0.01
C 0.14090 4.86078 -0.99261 0.02 0.00 0.01
C 2.73078 0.56237 3.47745 -0.11 0.01 -0.12
C 1.00477 3.95491 -1.58521 0.03 0.03 0.00
H 0.48898 5.85052 -0.72703 0.01 0.03 0.00
H 0.09383 -1.31233 4.20259 0.00 -0.03 0.01
H 1.50561 -4.83421 0.70070 0.02 -0.01 0.00
H 1.11266 -3.69700 3.49242 -0.05 -0.02 -0.01
H 2.77504 -4.25648 -0.36394 0.02 0.00 -0.02
H 4.65749 -1.52883 2.38758 0.03 0.11 0.07
H 2.03267 4.23230 -1.78253 0.00 0.01 0.00
H 3.11945 -0.32502 3.97122 0.03 -0.13 0.05
H 2.23133 -2.51408 4.16389 0.02 0.09 0.07
H 2.54731 1.31770 4.24234 -0.02 0.09 0.09
H 0.40247 2.60989 2.59465 -0.01 0.08 0.10
H 5.12220 -3.23034 2.31820 0.05 -0.10 0.05
H -5.30661 1.91617 -5.99781 -0.03 0.01 -0.03
H 2.76737 -4.17151 3.89617 0.07 -0.09 0.02
H -1.84634 5.18661 -0.24564 -0.02 0.02 0.01
H -0.26730 0.38061 4.56995 -0.01 0.07 0.07
H 4.93209 -2.29520 0.82985 0.02 0.01 -0.10
H 1.24777 2.25737 1.07821 0.03 0.02 -0.02
H -2.62200 2.92403 -0.80342 -0.04 -0.01 -0.01
H -1.35170 0.59396 -5.00845 -0.01 -0.02 0.00
H 3.19374 -5.27259 1.02609 0.06 -0.04 0.04
H -3.05586 1.18251 -6.70794 0.01 0.00 -0.04
H 1.23015 1.96223 -2.37236 0.02 -0.02 -0.02
H -0.41321 1.72092 1.30430 -0.07 -0.01 -0.04
H -4.16319 1.43501 -1.90748 0.00 -0.01 0.03
H -1.13393 -0.45361 3.27290 0.00 0.03 0.02
H 3.50283 0.93938 2.80805 0.07 0.03 -0.07
H -5.85208 2.04599 -3.58772 -0.03 0.01 0.01
```
Positions in Å, forces in eV/Å.

=====

Entry 2:
Below is C18H28BClF5KN4O6P as an isolated structure at a distorted geometry, with properties calculated with ωB97M-V/def2-TZVPD.

- total charge = -1
- Kohn-Sham gap (eV) = 3.0
- E_LUMO (eV) = 0.33
- multiplicity = 1

Structure (XYZ):
```
65
Properties=species:S:1:pos:R:3:forces:R:3
K 0.69402 -0.36550 3.28305 0.04 -2.87 1.55
Cl 0.14946 2.94226 -5.34487 0.38 1.48 -3.23
P -2.29333 3.58777 -1.33724 -1.12 -0.16 -0.07
F 2.76105 2.87097 1.92082 -0.28 -0.32 0.11
F 0.94416 1.55721 2.47373 0.16 2.24 -0.99
F -0.95916 2.23119 -3.52751 -1.49 -2.01 2.87
F 3.02395 1.19118 3.48427 -0.94 0.03 -0.35
F 1.80122 3.08447 3.98798 -0.25 -0.43 -0.17
O 2.83253 -2.84299 5.51523 -0.32 0.13 -0.50
O -0.37671 -0.53148 -3.92276 -0.47 0.51 0.18
O -3.64456 3.95186 -0.81583 0.39 0.03 0.07
O -5.20402 3.03183 2.27827 -0.12 0.14 0.23
O -0.76259 -3.06544 -2.53413 -0.31 -0.89 1.02
O -3.13330 -1.71551 1.20006 0.39 -0.93 -0.42
N -2.12775 4.00054 -7.26250 -0.61 0.18 -0.34
N 3.61990 -1.70103 0.15876 -1.21 -3.00 -0.19
N -1.89321 -2.90352 -0.44826 0.65 1.81 1.40
N -2.31909 0.92890 2.03831 0.19 -0.05 -0.15
C -2.00806 1.76070 -1.44431 0.57 0.05 -0.23
C 4.63855 -0.46669 -1.33093 -0.38 -0.94 -0.19
C 0.43135 -3.82436 0.17302 0.25 0.68 0.97
C -1.29617 -2.44814 -1.64478 0.62 1.55 -1.90
C 1.29203 -2.53432 0.32246 0.33 -0.67 0.64
C -2.42712 0.87398 -0.41327 -0.31 -0.31 -0.31
C -1.31924 1.30868 -2.60248 -0.29 -0.24 0.70
C 4.13434 -0.69055 0.90810 1.03 1.03 -1.93
C -1.02067 -0.06090 -2.80531 -0.40 -0.13 0.39
C -1.01034 -3.47678 0.62085 0.36 -3.15 -0.30
C 2.79404 -2.64308 6.84246 -0.05 0.17 0.65
C -2.14473 -0.49077 -0.62720 0.79 -0.27 -1.17
C 2.80298 -2.85309 0.57944 -0.19 0.65 0.38
C -2.47132 -1.73969 0.19958 -0.94 1.97 -0.82
C -3.13586 1.35165 0.85396 1.30 0.33 0.93
C -1.44135 -0.92639 -1.78531 -1.11 0.11 1.76
C 4.81579 0.12092 -0.03225 -0.56 -0.49 0.09
C 3.88918 -1.65276 -1.18731 1.36 2.74 0.95
B 2.14481 2.18755 2.96936 1.38 1.23 0.14
H 3.01996 -3.04728 1.64653 -0.40 0.05 -0.39
H 3.29996 -3.41232 7.48172 0.12 -0.25 -0.18
H 0.93080 -2.04571 1.25397 0.14 -0.11 -0.64
H -4.65569 3.82233 2.22442 0.02 -0.05 -0.12
H 4.97892 -0.14492 -2.31861 0.10 0.22 0.64
H 3.11201 -3.76701 0.03337 -0.08 0.64 0.08
H -4.13763 0.92349 1.00069 0.35 0.25 -0.42
H 5.35492 1.04275 0.18903 -0.30 -0.39 -0.04
H -1.06785 -0.84125 -4.52647 0.40 -0.08 -0.01
H -3.15955 2.45396 0.90108 -0.59 -0.64 -0.63
H -2.84428 3.35185 -7.58493 0.04 0.03 0.00
H -1.48746 -4.42486 0.94744 0.12 0.61 -0.11
H 4.02338 -0.57590 1.98776 -0.06 -0.25 -0.48
H 3.55396 -2.40054 -1.90337 0.05 0.29 0.43
H -1.48821 4.21327 -8.02648 0.16 -0.09 0.18
H -0.94056 -2.85229 1.52557 -0.34 0.05 -0.63
H 1.77833 -2.59525 7.31969 -0.24 -0.05 -0.16
H -1.21440 4.11353 -0.58307 -0.02 -0.21 -0.29
H 3.26010 -1.69855 7.22481 0.12 0.17 -0.22
H 0.82039 -4.54957 0.92181 -0.30 0.38 -0.34
H -6.08095 3.33757 2.02668 0.03 -0.05 -0.04
H 1.15228 -1.80641 -0.49836 0.26 -0.44 0.23
H -2.14671 4.09458 -2.65753 0.48 -0.33 0.43
H -1.58090 3.56239 -6.47661 1.38 -0.44 0.81
H -2.79301 1.25388 2.88011 0.08 -0.09 -0.21
H -2.56681 4.85903 -6.93329 0.07 -0.03 0.02
H -1.41997 1.41026 2.00445 -0.22 0.13 0.02
H 0.51816 -4.32568 -0.80386 -0.21 0.46 0.27
```
Positions in Å, forces in eV/Å.

=====

Entry 3:
Below is a 5-piece molecular cluster, C18H28Cl2O12 overall at a distorted geometry, with properties calculated with ωB97M-V/def2-TZVPD.

- SMILES string = C[C@H]1COC(=O)O1.C[C@H]1COC(=O)O1.C[C@H]1COC(=O)O1.C[C@H]1COC(=O)O1.ClCCCl
- total charge = 0
- Kohn-Sham gap (eV) = 10.7
- E_LUMO (eV) = 0.25
- ΔE to the lowest compared entry with this formula, charge and spin (kcal per mole) = 54.0
- multiplicity = 1

Structure (XYZ):
```
60
Properties=species:S:1:pos:R:3:forces:R:3
Cl -2.49888 3.64981 1.15064 -0.52 0.51 -0.71
Cl -2.38895 0.88829 4.25252 0.12 -0.26 -0.40
O -4.19241 -2.04532 -3.37425 2.77 -0.99 -0.12
O 4.78561 0.33202 9.26816 -0.58 -2.06 -5.76
O -0.03254 5.80342 -8.61220 0.88 1.27 1.86
O 1.80202 -7.11763 1.88508 0.16 -0.59 -0.36
O 1.18560 -5.01262 1.41315 -1.00 -2.78 1.46
O 1.51365 7.09722 -7.42867 -0.10 -2.00 -2.04
O -5.53665 -2.84504 -1.69143 1.32 0.16 -2.04
O -0.62498 7.06353 -6.86434 -0.46 0.13 2.00
O 0.09689 -6.21199 2.99872 -0.66 -0.45 -0.55
O 4.53726 0.21599 6.92767 0.35 2.79 1.38
O -6.18428 -1.28578 -3.08155 -0.29 1.18 -0.45
O 4.47284 -1.57167 8.13023 -0.20 -1.92 0.75
C 1.38511 8.22599 -6.62578 -0.91 0.75 -0.56
C 2.55633 -8.88722 3.38485 0.56 0.42 0.03
C 0.14879 7.69144 -5.83745 0.14 3.71 -0.41
C 4.33845 -2.05773 6.83652 0.08 0.25 -2.53
C 0.23233 6.55163 -7.69407 1.72 -1.02 -3.10
C -1.81196 2.26508 1.95993 0.92 -0.62 0.28
C -4.19189 -0.90972 -4.21497 -0.65 0.57 -0.51
C -2.83407 1.35212 2.57161 -1.67 0.00 0.74
C 1.35401 -8.23410 2.67784 -0.24 0.90 0.11
C 0.98666 -6.06697 2.02562 2.09 4.08 -2.07
C -5.29570 -2.17187 -2.68052 -1.90 -0.33 3.66
C 4.27513 -0.75180 5.99302 1.10 -0.61 -2.13
C 1.15944 9.55531 -7.54215 -0.66 -0.97 1.32
C -6.12550 0.89890 -4.10885 0.45 0.01 0.18
C 0.28126 -7.48599 3.52619 1.10 -2.52 1.96
C -5.62210 -0.55240 -4.19727 -4.13 0.26 -0.50
C 4.62437 -0.26941 8.13746 0.56 2.81 6.64
C 5.41561 -0.65206 4.89667 -2.20 -1.20 0.57
H -1.13616 2.70378 2.69405 -0.10 -0.43 0.07
H 3.29846 -0.51625 5.57024 -0.04 -0.35 -0.16
H -5.55195 1.48415 -3.39009 0.50 0.05 -0.22
H 0.66550 -7.39167 4.54185 -0.19 0.15 0.19
H -3.95306 -1.20866 -5.23561 0.69 0.12 0.30
H 0.42474 7.08165 -4.97714 -0.29 -0.23 -0.32
H 0.12316 9.56171 -7.88006 -0.22 0.04 0.21
H 3.37765 -9.18195 2.73166 -0.53 -0.20 -0.77
H 3.48501 -2.70581 6.63717 -0.24 0.18 0.70
H 5.25116 0.15210 4.17946 0.29 0.31 0.49
H -6.12521 -1.06181 -5.01914 0.01 0.40 -0.54
H -3.82240 1.79528 2.69371 0.27 0.57 0.01
H 6.38577 -0.69075 5.39203 -0.04 0.18 -0.28
H -3.09033 0.48651 1.96075 0.73 -0.30 0.20
H 2.38352 -9.75863 4.01642 -0.65 0.10 -0.11
H -6.14372 1.37892 -5.08729 0.34 0.04 0.04
H -3.68811 -0.00615 -3.87165 1.07 -0.66 0.39
H -1.24810 1.64062 1.26695 0.24 0.52 -0.19
H 5.20625 -2.61093 6.47736 0.32 -0.14 0.57
H -7.13209 1.02256 -3.70938 -0.17 -0.79 -0.19
H 3.11805 -8.17700 3.99162 -0.58 0.44 0.35
H 0.77609 -8.89071 2.02748 0.59 -0.38 -0.19
H 5.21540 -1.55615 4.32166 0.61 -0.24 -0.26
H 2.23263 8.36762 -5.95513 0.13 -0.26 -0.26
H 1.33515 10.44630 -6.93934 -0.14 -0.04 0.16
H -0.56289 -8.17512 3.55094 -0.66 0.86 -0.04
H -0.34572 8.63381 -5.60185 -0.73 -0.53 0.84
H 1.71002 9.71499 -8.46922 0.63 -0.85 0.30
```
Positions in Å, forces in eV/Å.

=====

Entry 4:
Below is C18H28CrN4S2 as an isolated structure at a distorted geometry, with properties calculated with ωB97M-V/def2-TZVPD.

- total charge = +3
- Kohn-Sham gap (alpha / beta) (eV) = 6.5 / 7.8
- E_LUMO (alpha / beta) (eV) = -11.52 / -10.21
- multiplicity = 4

Structure (XYZ):
```
53
Properties=species:S:1:pos:R:3:forces:R:3
Cr 0.00080 0.13056 -0.24312 -0.21 -0.91 1.36
S -0.27466 2.52577 -0.53795 -0.45 0.07 -0.48
S -0.79954 -2.22200 -0.43641 -0.09 0.35 -0.62
N -1.07394 0.34943 1.57097 0.16 0.11 -0.39
N 0.95857 0.69222 2.74349 -0.14 -0.35 -0.17
N -0.16682 0.07958 -2.40329 0.31 -0.37 0.21
N 1.45498 -0.75468 0.94256 -0.45 0.29 -0.08
C 3.36545 -2.17881 0.97848 -0.18 -0.14 -0.68
C 2.83983 -0.85291 2.90432 -0.15 -0.14 -0.11
C -0.31701 -2.34384 -2.19950 -0.35 -0.13 -0.32
C -0.09685 2.53258 -2.35978 -0.07 0.36 -0.26
C 3.65264 -1.80278 2.29863 -0.43 0.31 0.08
C -0.69649 1.30416 -3.02127 -0.15 0.63 -0.43
C -3.17355 0.25219 2.75354 0.05 0.04 -0.79
C -2.61316 -2.37785 -0.63420 0.03 0.05 0.31
C -2.52554 0.58598 3.94625 0.48 0.17 -0.11
C 2.66792 0.72069 -1.60272 0.50 0.42 0.25
C 2.23145 -1.70337 0.35584 0.31 0.31 0.53
C 1.76641 -0.31869 2.17272 -0.45 0.17 0.19
C -2.10100 2.75606 -0.48201 -0.09 -0.13 0.26
C -0.45579 0.64360 2.72736 0.51 -0.43 0.12
C -1.15777 0.82098 3.92490 -0.06 -0.09 -0.06
C -0.78877 -1.13002 -2.99075 -0.04 -0.50 -0.30
C -2.43133 0.19137 1.58617 0.01 -0.17 0.28
C 3.32254 1.17424 -0.52132 0.14 0.15 -0.59
H -3.09263 -1.55762 -1.18166 0.27 -0.22 0.09
H -2.90416 -0.01732 0.61905 0.19 0.10 0.48
H -2.36145 3.65156 -1.06032 0.23 -0.21 0.15
H -0.44383 1.30031 -4.09322 -0.12 0.13 0.22
H -0.47170 -1.21546 -4.04801 -0.20 -0.06 0.41
H 4.02603 -2.81927 0.40333 -0.14 -0.22 0.31
H 0.96541 2.63630 -2.59708 -0.36 0.27 0.10
H 4.46118 -2.29188 2.84150 -0.10 0.30 -0.13
H -2.62361 1.88178 -0.88986 0.13 0.30 0.08
H 0.82383 0.01678 -2.67911 -0.44 0.10 0.18
H -4.24486 0.06001 2.70984 0.28 0.10 0.08
H -0.80427 -3.25327 -2.56746 0.33 0.06 -0.07
H 2.95004 -0.54818 3.94824 0.20 -0.12 -0.39
H 1.91765 -2.01407 -0.64370 0.39 0.01 0.42
H -3.00785 -2.42437 0.38519 -0.01 -0.08 -0.23
H 0.77696 -2.45717 -2.27273 -0.43 -0.13 0.09
H 4.19780 0.64241 -0.12518 -0.67 0.01 0.19
H -0.60105 3.43906 -2.70526 0.14 -0.06 -0.03
H -2.78916 -3.33740 -1.13559 0.04 0.23 0.13
H -2.39972 2.90813 0.56160 0.17 -0.03 -0.26
H -1.88657 -1.03695 -2.99371 0.43 0.04 0.11
H -1.79279 1.30960 -2.95788 0.28 -0.10 0.09
H -0.58370 1.06777 4.82014 -0.36 -0.08 -0.17
H 2.91240 -0.25031 -2.05053 0.06 0.42 0.02
H 3.09661 2.15656 -0.09115 0.22 -0.29 -0.24
H -3.08319 0.64737 4.87197 0.04 0.03 0.01
H 2.04479 1.41431 -2.17435 0.36 -0.53 0.39
H 1.32947 1.01688 3.63303 -0.12 -0.02 -0.23
```
Positions in Å, forces in eV/Å.

=====

Looking at total energy for the records above, in order, we have -16229.0959, -3299.0030, -2525.8820, -2761.5937 hartree.